Here is a 8-piece molecular cluster, C38H98N6O14 overall from the Open Molecules 2025 dataset. Energies are from ωB97M-V/def2-TZVPD.

Results
- HOMO energy (eV) = -8.089
- E_LUMO (eV) = 0.63
- SMILES = COCCNCCOC.COCCNCCOC.COCCNCCOC.COCCNCCOC.COCCNCCOC.COCCNCCOC.CO.CO
- E_tot (Ha) = -2888.1779
- orbital gap (eV) = 8.72

```
! wB97M-V def2-TZVPD RIJCOSX def2/J DEFGRID3
* xyz 0 1
C 2.58863 29.92329 16.95049
O 2.34212 29.22116 15.72808
C 3.11100 29.63220 14.61769
C 2.47281 29.17977 13.29282
N 1.30957 29.95944 12.87960
C 0.62321 29.36998 11.71066
C 1.43740 29.42926 10.37646
O 0.72899 28.91100 9.24877
C -0.53178 29.55352 9.03622
H 1.93435 29.55103 17.73734
H 2.39541 30.98348 16.77971
H 3.63401 29.78434 17.23065
H 4.11723 29.21231 14.67595
H 3.19264 30.72094 14.62141
H 2.23672 28.11180 13.32513
H 3.22012 29.19081 12.49774
H 0.71477 29.90278 13.69574
H -0.24542 30.01460 11.57197
H 0.28056 28.36022 11.94716
H 2.35058 28.84463 10.49101
H 1.78893 30.44722 10.19719
H -0.49353 30.61122 9.30252
H -1.26384 29.05694 9.67489
H -0.86015 29.48654 7.99960
C -2.03191 21.61039 8.39400
O -1.38285 22.89912 8.61624
C -0.77201 22.88406 9.89388
C -0.13467 24.22067 10.05715
N 0.96796 24.40778 9.12923
C 1.27798 25.82421 9.01739
C 2.37302 26.09621 7.99945
O 1.82000 25.80737 6.71458
C 2.65614 25.89058 5.54648
H -1.34556 20.79129 8.17832
H -2.81150 21.78732 7.65425
H -2.55790 21.26756 9.28755
H -0.08083 22.06429 10.09447
H -1.54676 22.83743 10.66328
H 0.16795 24.47227 11.07422
H -0.93056 24.93829 9.83419
H 0.75744 24.12419 8.18180
H 1.55657 26.25969 9.97749
H 0.38663 26.33189 8.64099
H 3.20184 25.38915 8.07529
H 2.73111 27.12516 8.06166
H 3.03873 26.91156 5.48081
H 2.05157 25.76463 4.64998
H 3.50892 25.22194 5.66977
C -4.58576 30.60254 14.38965
O -3.53825 31.46231 13.93014
C -3.11280 31.11668 12.61932
C -1.97720 32.06388 12.20449
N -2.45818 33.29375 11.61192
C -1.29103 34.05219 11.10350
C -1.85575 35.16196 10.23954
O -0.77323 35.88794 9.70756
C -1.15471 36.90820 8.81758
H -4.37932 29.54666 14.20293
H -5.52203 30.78748 13.85991
H -4.76078 30.67631 15.46236
H -3.95164 31.07996 11.92226
H -2.67267 30.11868 12.68948
H -1.25391 31.63566 11.51037
H -1.43591 32.21917 13.14139
H -2.89786 33.82054 12.35498
H -0.59197 33.44027 10.53304
H -0.66114 34.41670 11.91798
H -2.53456 35.87389 10.71494
H -2.44812 34.73643 9.42638
H -0.29161 37.46910 8.45931
H -1.80651 37.62019 9.32730
H -1.61688 36.49509 7.91896
C 0.93966 18.97518 10.56852
O 0.16836 19.14625 11.71563
C 0.82892 19.55957 12.87952
C -0.19566 19.65518 14.02607
N -0.89732 20.93202 13.90520
C -1.99421 20.93757 14.86883
C -3.03205 21.93416 14.38172
O -3.23632 21.86219 12.97599
C -4.12877 22.88167 12.53498
H 0.23380 18.71209 9.78168
H 1.64468 18.15039 10.69452
H 1.50867 19.87974 10.34915
H 1.36766 20.50950 12.85560
H 1.60139 18.80957 13.06816
H 0.30327 19.47773 14.97904
H -0.90692 18.84024 13.87274
H -1.34388 20.88545 12.99785
H -1.55552 21.20465 15.83107
H -2.49548 19.97437 14.99152
H -2.68397 22.93759 14.63532
H -3.90798 21.73322 15.00243
H -5.11444 22.54655 12.86149
H -4.15279 22.82586 11.44684
H -3.77793 23.86798 12.83825
C -2.67876 26.71116 7.60569
O -3.32834 27.42062 8.63986
C -4.74953 27.52767 8.46461
C -5.42248 28.35462 9.56437
N -5.82453 27.46544 10.70881
C -6.27527 28.13648 11.94983
C -6.65835 27.14589 13.02986
O -6.74148 27.86907 14.26637
C -7.94807 28.53224 14.45886
H -1.64670 26.50319 7.88513
H -2.70596 27.22248 6.64160
H -3.18538 25.76487 7.40458
H -5.18924 26.53031 8.40145
H -4.96125 27.94185 7.47682
H -6.32722 28.86472 9.23303
H -4.77992 29.15790 9.93286
H -5.05252 26.85781 10.95005
H -7.09846 28.83592 11.79695
H -5.42578 28.75445 12.24961
H -5.79506 26.48908 13.14342
H -7.54101 26.57948 12.73140
H -8.80866 27.86094 14.41673
H -8.13820 29.33263 13.74156
H -7.92853 28.92565 15.47518
C -1.21194 29.89765 15.99454
O -0.78135 29.17081 14.88524
C -1.20039 27.80427 14.73430
C -0.67017 26.83155 15.77604
N 0.75177 26.65289 15.68192
C 1.36201 26.01327 16.82848
C 2.89171 26.04287 16.65731
O 3.53576 25.64089 17.85297
C 4.99204 25.61024 17.71389
H -2.28611 30.03777 16.14748
H -0.91991 30.94715 15.96159
H -0.93830 29.42917 16.94211
H -0.95893 27.54451 13.70403
H -2.28981 27.86705 14.78079
H -1.09570 25.85344 15.54517
H -1.02093 27.19300 16.74528
H 1.27530 27.51061 15.55854
H 1.06556 24.97126 16.95032
H 1.14234 26.59281 17.72825
H 3.28263 26.98885 16.27621
H 3.14898 25.34027 15.86065
H 5.31690 26.64612 17.60631
H 5.28420 25.09445 16.79798
H 5.43380 25.11407 18.57595
C -2.56819 26.57662 11.88325
O -3.23983 25.81370 10.94034
H -1.49494 26.41240 11.76479
H -2.78968 27.64519 11.84949
H -2.85794 26.16584 12.85141
H -3.16508 26.25605 10.08738
C -0.13588 23.87402 13.69007
O 0.87169 24.87589 13.61798
H -1.13582 24.24330 13.45034
H 0.07543 23.06858 12.98837
H -0.20796 23.37937 14.66006
H 0.81727 25.50808 14.35166
*
```



Here is one molecule with the formula C5H3NO3 from the Open Molecules 2025 dataset. Energies are from ωB97M-V/def2-TZVPD.

Results
- HOMO energy (eV) = -10.769
- E_LUMO (eV) = -0.84
- SMILES = N#CC(=O)C(C=O)C=O
- E_tot (Ha) = -472.6440
- orbital gap (eV) = 9.93

```
! wB97M-V def2-TZVPD RIJCOSX def2/J DEFGRID3
* xyz 0 1
C 1.65790 0.39592 0.11795
C 0.14447 0.17449 -0.55672
C -0.86359 1.12743 0.09795
C -0.27735 -1.22209 -0.55724
C -0.73720 -1.49612 0.82448
H 2.21849 1.30152 0.01115
H 0.33933 0.60966 -1.50729
H -0.56038 2.22231 0.76098
N -1.47383 -1.31626 1.82066
O 2.11807 -0.63706 0.68619
O -2.09387 0.84584 -0.27150
O -0.47204 -2.00564 -1.42662
*
```



Here is a 11-piece molecular cluster, C5H31NO11 overall from the Open Molecules 2025 dataset. Energies are from ωB97M-V/def2-TZVPD.

Results
- HOMO energy (alpha / beta) (eV) = -13.084 / -13.021
- E_LUMO (alpha / beta) (eV) = -4.21 / -8.59
- E_tot (Ha) = -1091.0587
- orbital gap (alpha / beta) (eV) = 8.87 / 4.43
- expectation value of S² = 0.7536

```
! wB97M-V def2-TZVPD RIJCOSX def2/J DEFGRID3
* xyz 1 2
C 0.61661 0.01930 -0.09687
C -0.11417 0.99150 -0.92269
C -0.72217 2.22785 -0.19168
C -0.52907 3.35836 -0.89187
N -0.20650 -0.70986 0.87223
C 0.52695 -1.79832 1.61133
O -0.05134 -3.07342 1.47222
H 1.34370 0.62666 0.45247
H 1.11197 -0.74813 -0.71114
H 0.66975 1.49432 -1.70377
H -0.91632 0.54659 -1.47971
H -1.09300 2.21158 0.84186
H -0.86360 4.37517 -0.51718
H -0.23018 3.32959 -1.90543
H -0.96430 -1.23351 0.35572
H 1.50900 -1.99047 1.21969
H 0.63400 -1.48700 2.65877
H -0.48189 -3.40238 2.32276
H 1.07618 3.41546 1.11253
H 0.36517 4.47260 1.85094
O 1.18535 4.32031 1.39633
H 1.35812 -0.40433 -3.72368
H 1.76176 -1.66445 -2.82532
O 1.14092 -1.41235 -3.49611
H 0.08964 -2.31666 -1.45015
H -0.27247 -3.49056 -0.60593
O 0.22226 -3.26877 -1.42748
H 3.78062 -0.09889 -2.03434
H 2.28707 -0.44729 -1.66837
O 2.86929 0.21077 -2.09845
H -2.94613 -1.99327 0.57840
H -2.62773 -1.90798 -0.95291
O -2.64940 -1.41556 -0.12851
H -3.00575 -2.24908 -3.07641
H -2.55519 -0.91797 -3.78180
O -3.03830 -1.22931 -2.99219
H 1.89704 0.87638 3.48923
H 0.80557 0.40864 2.70652
O 0.93421 0.81758 3.54537
H 3.38447 -2.69992 -1.74305
H 2.01072 -3.22159 -1.31168
O 2.56553 -2.42054 -1.43869
H -1.70900 2.85831 2.77088
H -0.40147 2.53954 3.50065
O -0.90549 3.31706 3.15219
H -3.21311 1.05486 3.05433
H -1.98729 0.71510 1.98547
O -2.66208 1.41406 2.22556
*
```



> Which of these has the lowest E_tot?

C38H98N6O14